{
  "formula": "C6H8N2",
  "method": "ωB97M-V/def2-TZVPD",
  "elements": ["C", "C", "C", "C", "C", "C", "H", "H", "H", "H", "H", "H", "H", "H", "N", "N"],
  "xyz": [[-1.61684, 1.37059, -0.78141], [-1.44816, 0.14420, 0.27491], [-0.99324, -1.23448, -0.52489], [0.31646, -1.73307, -0.38630], [1.81844, 0.30221, 0.39980], [-0.48540, 1.19517, 0.38508], [-2.21413, 2.48894, -0.47488], [-1.32850, 0.82017, -1.72756], [-2.25683, -0.26130, 1.12813], [-1.88706, -1.80577, -0.87041], [0.48061, -2.56695, -0.98620], [2.14575, -1.83114, 0.45061], [2.87324, 0.47950, 0.49662], [-0.56333, 2.00511, 1.06076], [1.49173, -1.14502, 0.29809], [0.96579, 1.20269, 0.37618]],
  "lowdin_charge": [-0.0179, -0.2648, -0.0494, -0.0949, -0.1740, -0.3513, 0.1711, 0.0867, 0.1713, 0.0943, 0.0646, 0.0595, 0.1034, 0.1044, 0.0339, 0.0632],
  "e_lumo_ev": 1.0,
  "total_charge": 0,
  "smiles": "C1=C[C@@H]2C[C@@H]2N=CN1"
}



{
  "formula": "C6H8N2O",
  "method": "ωB97M-V/def2-TZVPD",
  "elements": ["C", "C", "C", "C", "C", "C", "N", "N", "O", "H", "H", "H", "H", "H", "H", "H", "H"],
  "xyz": [[1.84528, 0.46152, 0.93700], [0.75736, -0.27715, 1.20793], [1.68933, 0.94993, -0.43806], [-1.45276, 0.20566, 0.19175], [0.01510, -0.44594, -0.09530], [-0.25953, -1.81799, -0.69304], [0.65450, 0.50434, -1.06215], [-1.60244, 1.52044, -0.04708], [-2.42966, -0.46689, 0.45150], [2.66866, 0.68115, 1.55572], [0.63265, -0.68490, 2.18224], [2.21510, 1.68939, -0.98079], [-1.27499, -2.10093, -0.48229], [0.31922, -2.73820, -0.62024], [-0.27970, -1.47337, -1.74482], [-0.96029, 2.16364, -0.37717], [-2.53784, 1.82928, 0.01482]],
  "lowdin_charge": [-0.0393, 0.0042, -0.1361, -0.4514, -0.4055, -0.0093, 0.0885, 0.1915, 0.0498, 0.0838, 0.1125, 0.0953, 0.0617, 0.0856, 0.0927, 0.0726, 0.1034],
  "e_lumo_ev": 0.5,
  "total_charge": 0,
  "smiles": "C[C@@]1(C(N)=O)C=CC=N1"
}



{
  "formula": "C6H8N2O",
  "method": "ωB97M-V/def2-TZVPD",
  "elements": ["C", "C", "C", "C", "C", "C", "H", "H", "H", "H", "H", "H", "H", "H", "N", "N", "O"],
  "xyz": [[1.87873, -0.17292, -0.05522], [-0.21043, 0.71528, 0.78940], [-1.01502, 1.07293, -0.38118], [-1.58821, 0.01091, -0.86622], [-1.38131, -1.26138, -0.11057], [-0.11532, -0.86118, 0.70068], [3.20475, 0.58648, -1.15144], [1.57993, 1.87089, 0.11119], [-0.63423, 1.09560, 1.78585], [-1.14429, 2.10432, -0.66105], [-2.05981, -0.04924, -1.86691], [-1.24203, -1.98459, -0.88986], [-2.22966, -1.49101, 0.55673], [-0.37989, -0.86833, 1.96926], [2.89884, -0.35854, -0.77228], [1.23122, 0.95040, 0.54240], [1.20671, -1.35962, 0.29921]],
  "lowdin_charge": [-0.4906, -0.2920, -0.0795, -0.1025, -0.1059, -0.2273, 0.0732, 0.1678, 0.1611, 0.1107, 0.1208, 0.1078, 0.1241, 0.1944, 0.1336, 0.0821, 0.0222],
  "e_lumo_ev": 0.8,
  "total_charge": 0,
  "smiles": "[H]/N=C1\\N[C@H]2C=CC[C@H]2O1"
}



{
  "formula": "C6H8N2O",
  "method": "ωB97M-V/def2-TZVPD",
  "elements": ["C", "C", "C", "C", "C", "C", "H", "H", "H", "H", "H", "H", "H", "H", "N", "N", "O"],
  "xyz": [[-2.21306, -0.60848, 0.88321], [-1.46189, -0.47622, -0.51298], [-0.01519, -0.63159, -0.37357], [1.96844, -1.45033, -0.23439], [2.14399, -0.08963, -0.11546], [0.45977, 1.80698, -0.18589], [-3.31138, -0.58980, 0.74232], [-1.89876, 0.39097, 1.74919], [-2.09284, -1.58593, 1.28429], [2.67057, -2.15679, -0.28596], [2.94907, 0.35567, -0.00552], [1.43519, 2.41936, -0.68996], [0.17429, 2.19380, 0.69561], [-0.31839, 2.14461, -0.81493], [0.72120, -1.86224, -0.38241], [0.85518, 0.43804, -0.22582], [-2.06620, -0.29843, -1.52774]],
  "lowdin_charge": [-0.0146, -0.4007, -0.1948, -0.1796, -0.0169, -0.0238, 0.0604, 0.1791, 0.0415, 0.0625, 0.0273, 0.1734, 0.0390, 0.0736, 0.1222, -0.0742, 0.1256],
  "e_lumo_ev": 0.6,
  "total_charge": 0
}



{
  "formula": "C6H8N2O",
  "method": "ωB97M-V/def2-TZVPD",
  "elements": ["C", "C", "C", "C", "C", "C", "H", "H", "H", "H", "H", "H", "H", "H", "N", "N", "O"],
  "xyz": [[1.62221, -0.30628, 0.94432], [1.22335, 0.03589, -0.46339], [0.34104, 1.25248, -0.55858], [-0.78513, 0.54296, 0.31463], [-2.81341, -0.10172, 0.01603], [-0.79947, -0.69594, -0.01593], [1.87538, -1.44940, 1.07544], [0.52167, -0.39981, 1.41139], [1.95709, 0.50420, 1.76453], [2.25233, 0.23410, -1.13733], [0.99827, 2.20179, -0.11584], [0.14137, 1.36889, -1.86659], [-3.80413, -0.02757, 0.23487], [0.93730, -1.98881, -0.76287], [-2.08052, -1.23839, -0.10536], [0.37415, -0.95352, -0.87425], [-1.96152, 1.02115, 0.13892]],
  "lowdin_charge": [-0.1172, -0.5933, -0.0415, -0.3533, -0.0418, -0.3378, 0.1093, 0.0869, 0.1249, 0.1884, 0.1591, 0.2080, 0.0951, 0.2134, 0.1805, 0.0463, 0.0731],
  "e_lumo_ev": 0.7,
  "total_charge": 0,
  "smiles": "C[C@@H]1Cc2ocnc2N1"
}



{
  "formula": "C6H8N2O",
  "method": "ωB97M-V/def2-TZVPD",
  "elements": ["C", "C", "C", "C", "N", "N", "C", "C", "O", "H", "H", "H", "H", "H", "H", "H", "H"],
  "xyz": [[-0.31351, 1.19839, 1.37302], [-0.29038, 0.61132, -1.45402], [0.90196, -0.59254, -0.01786], [-0.16383, 0.26951, 0.21770], [0.89278, -1.77401, -0.77041], [2.01440, -0.56821, 0.80407], [-1.59841, 0.15713, -0.98928], [-2.80851, -0.07380, -1.27574], [0.06769, 1.43238, -2.24701], [2.85824, -0.84253, 0.31098], [0.97067, -2.57274, -0.14442], [0.12765, -1.86775, -1.42738], [2.18490, 0.30499, 1.28646], [-0.26737, 2.24601, 1.05709], [-1.24742, 1.00970, 1.90797], [0.44417, 1.12435, 2.15865], [-3.77304, -0.06222, -0.78980]],
  "lowdin_charge": [-0.0506, -0.3177, -0.3707, -0.1836, 0.1206, 0.1452, -0.2074, 0.0825, 0.1219, 0.1111, 0.1132, 0.0977, 0.0948, 0.0927, 0.0885, 0.0638, -0.0019],
  "e_lumo_ev": [0.0, 0.0],
  "total_charge": 0
}



Q: Which relative energy (zero: lowest compared OMol25 entry of this formula, charge and spin) values were calculated for the entries above? A: 114.49 23.80 60.37 73.64 150.33 154.29, in kcal/mol.